Entry from the OMol25 dataset: an isolated molecule of C4H6O2 in a non-equilibrium geometry (the ωB97M-V functional and the def2-TZVPD basis).

Each line ends with the natural charge from an NBO analysis.
Positions of all 12 atoms, in Å:
C: 1.652 0.438 -0.530  -0.716
C: 0.281 0.674 -0.024  0.592
O: -0.278 1.744 -0.145  -0.555
C: -0.401 -0.560 0.480  -0.635
C: -1.843 -0.603 0.065  0.440
O: -2.479 -1.625 -0.001  -0.506
H: 1.209 0.394 -1.551  0.258
H: 2.096 -0.541 -0.333  0.222
H: 2.343 1.245 -0.257  0.248
H: 0.112 -1.489 0.208  0.243
H: -0.304 -0.432 1.562  0.272
H: -2.254 0.386 -0.211  0.136

LUMO	0.72	eV
HOMO-LUMO gap	10.4195	eV
SMILES	CC(=O)CC=O
energy relative to the best compared isomer or geometry (same formula, charge and spin)	120.9	kJ/mol
energy	-8339.2083	eV
largest force on an atom	0.0329	Eh/bohr

=====

Entry from the OMol25 dataset: an isolated molecule of C4H6O2 in a non-equilibrium geometry (the ωB97M-V functional and the def2-TZVPD basis).

Each line ends with the natural charge from an NBO analysis.
Positions of all 12 atoms, in Å:
C: 1.329 -0.337 -0.015  0.073
C: 0.963 0.903 -0.769  -0.179
C: -0.028 0.168 -0.489  -0.024
C: -1.451 -0.003 -0.659  -0.131
O: 1.560 -0.366 1.349  -0.744
O: -1.933 -0.561 0.563  -0.704
H: 1.894 -1.153 -0.531  0.154
H: 1.383 1.679 -1.322  0.215
H: -2.005 -0.643 -1.436  0.213
H: -1.973 0.899 -0.808  0.185
H: 1.087 -1.096 1.884  0.486
H: -1.952 0.186 1.105  0.457

LUMO	0.85	eV
HOMO-LUMO gap	10.5138	eV
SMILES	OCC1=C[C@H]1O
energy relative to the best compared isomer or geometry (same formula, charge and spin)	391.4	kJ/mol
energy	-8336.4044	eV
largest force on an atom	0.0649	Eh/bohr

=====

Entry from the OMol25 dataset: an isolated molecule of C4H6O2 (the ωB97M-V functional and the def2-TZVPD basis).

Each line ends with the natural charge from an NBO analysis.
Positions of all 12 atoms, in Å:
C: -1.270 -0.287 -0.330  -0.611
C: 0.242 -0.108 -0.318  -0.449
C: 0.598 1.362 -0.121  0.458
O: 1.660 1.760 0.288  -0.506
C: 0.925 -0.930 0.764  0.454
O: 0.314 -1.524 1.618  -0.507
H: -1.545 -1.344 -0.363  0.234
H: -1.707 0.138 0.579  0.222
H: -1.711 0.218 -1.195  0.214
H: 0.687 -0.405 -1.281  0.246
H: -0.224 2.067 -0.371  0.115
H: 2.031 -0.947 0.729  0.130

LUMO	0.69	eV
HOMO-LUMO gap	10.6502	eV
SMILES	CC(C=O)C=O
energy relative to the best compared isomer or geometry (same formula, charge and spin)	103.3	kJ/mol
energy	-8339.3907	eV
largest force on an atom	0.0102	Eh/bohr

=====

Entry from the OMol25 dataset: a structure of composition C4H6O2 (the ωB97M-V functional and the def2-TZVPD basis).

Each line ends with the natural charge from an NBO analysis.
Positions of all 12 atoms, in Å:
O: -1.872 -0.436 0.895  -0.691
C: -0.653 0.232 0.904  0.045
C: 0.675 -0.244 0.442  -0.312
C: 0.717 -0.557 -1.045  -0.072
O: 0.019 0.631 -1.427  -0.515
C: 0.005 1.106 -0.097  0.099
H: -1.884 -1.075 0.175  0.471
H: -0.541 0.726 1.868  0.190
H: 1.456 -0.588 1.121  0.223
H: 1.747 -0.523 -1.422  0.188
H: 0.218 -1.459 -1.412  0.171
H: 0.112 2.191 -0.001  0.203

LUMO	0.84	eV
HOMO-LUMO gap	10.1127	eV
energy relative to the best compared isomer or geometry (same formula, charge and spin)	306.9	kJ/mol
energy	-8337.2808	eV
largest force on an atom	0.0113	Eh/bohr

=====

Entry from the OMol25 dataset: an isolated molecule of C4H6O2 in a non-equilibrium geometry (the ωB97M-V functional and the def2-TZVPD basis).

Each line ends with the natural charge from an NBO analysis.
Positions of all 12 atoms, in Å:
C: -0.188 -1.533 -0.714  -0.622
C: -0.085 -0.291 0.263  -0.461
C: -1.281 0.492 -0.138  0.409
C: 1.250 0.520 0.205  0.425
H: -1.250 -1.839 -0.830  0.221
H: 0.504 -2.412 -0.286  0.241
H: 0.331 -1.303 -1.754  0.232
H: -0.343 -0.697 1.310  0.275
H: -1.797 0.206 -1.150  0.142
H: 1.218 1.699 0.497  0.173
O: -1.879 1.349 0.643  -0.527
O: 2.274 -0.196 -0.078  -0.508

LUMO	-0.21	eV
HOMO-LUMO gap	9.9810	eV
SMILES	CC(C=O)C=O
energy relative to the best compared isomer or geometry (same formula, charge and spin)	268.1	kJ/mol
energy	-8337.6824	eV
largest force on an atom	0.1306	Eh/bohr

=====

Entry from the OMol25 dataset: a structure of composition C4H6O2 (the ωB97M-V functional and the def2-TZVPD basis).

Each line ends with the natural charge from an NBO analysis.
Positions of all 12 atoms, in Å:
C: -1.655 -0.604 -0.447  -0.693
C: -0.256 -0.216 -0.178  0.389
O: 0.806 -1.022 -0.438  -0.463
C: 1.711 0.051 -0.018  -0.095
C: 0.456 0.838 0.399  -0.056
O: 0.208 2.101 0.803  -0.691
H: -2.322 0.187 -0.096  0.250
H: -1.804 -0.736 -1.525  0.246
H: -1.913 -1.549 0.045  0.242
H: 0.138 0.866 1.516  0.472
H: 2.236 0.453 -0.886  0.203
H: 2.407 -0.297 0.749  0.197

LUMO (alpha / beta)	0.23 / 0.23	eV
HOMO-LUMO gap (alpha / beta)	8.1679 / 8.1707	eV
energy relative to the best compared isomer or geometry (same formula, charge and spin)	489.6	kJ/mol
energy	-8335.3866	eV
largest force on an atom	0.0078	Eh/bohr